Entry 1:
Density functional theory data (wB97M-V/def2-TZVPD) for 2 unconnected molecules or ions with the total composition C6H12Cl2N3 in a non-equilibrium geometry.

```
23
Properties=species:S:1:pos:R:3
H -2.07 -1.88 -2.08
Cl 1.66 1.65 2.18
H -1.50 -0.36 2.95
C 2.37 -0.17 -2.00
H -2.51 0.28 1.77
N 1.68 -0.43 0.47
C 1.48 0.03 -0.80
H 2.44 0.87 -2.30
Cl -1.94 2.07 -0.38
N 0.30 0.66 -1.08
C -0.76 0.72 -0.19
C 0.85 0.08 1.48
H -1.82 -1.65 -0.23
C -2.23 -1.34 -1.10
H 0.83 -0.56 2.26
H -3.15 -0.74 -1.00
H 3.21 -0.81 -1.66
H 0.01 0.71 -2.03
N -0.45 0.28 1.08
H -1.25 1.47 2.55
H 2.55 -0.67 0.79
H 1.72 -0.64 -2.78
C -1.45 0.46 2.10
```

Computed properties:
spin multiplicity: 3
HOMO level (spin up / spin down): -10.851 / -14.277 eV
gap between HOMO and LUMO (spin up / spin down): 6.6 / 9.5 eV
⟨S²⟩: 2.01
charge: +1
electronic energy: -35920.98232 eV

Entry 2:
Density functional theory data (wB97M-V/def2-TZVPD) for a molecular structure, C33H20BCo2F3O8S in a non-equilibrium geometry.

```
68
Properties=species:S:1:pos:R:3
F 3.62 3.81 4.94
C 0.36 3.29 4.69
H -5.16 1.59 6.82
O -0.09 3.92 1.73
H -1.35 -0.40 1.40
H 3.12 -0.69 1.24
C -0.57 2.30 4.29
H 0.18 4.35 4.49
C -3.93 -2.57 2.58
H 0.83 -0.40 5.80
O 3.33 1.87 2.78
C 3.44 -3.36 -0.87
C -2.92 -3.47 5.08
C 1.61 -1.32 -0.20
C 0.19 2.85 2.06
H -4.31 -5.11 4.80
C 0.72 0.61 5.38
C 1.22 -2.40 -1.04
H 4.78 -2.41 0.55
S -4.00 1.89 3.41
C -2.89 1.00 4.40
Co 0.70 1.47 -0.97
C -0.98 0.61 1.53
C -3.91 -4.19 4.39
C -0.35 0.90 4.47
O 1.25 -1.61 3.31
O 2.41 3.66 0.02
Co 0.51 1.13 2.47
C 2.51 3.98 5.73
H -5.14 -4.34 2.60
H 4.17 -4.11 -1.19
C -6.45 2.81 4.68
C -5.11 2.18 4.75
C 2.21 1.61 2.68
C 0.91 -0.08 -0.17
O -2.40 -0.67 2.96
C 1.70 2.82 -0.34
H -6.86 2.86 5.69
C -2.94 -1.87 3.27
H 0.19 -2.42 -1.41
O -1.85 2.33 -2.09
C 1.00 -0.56 2.90
C 2.86 -1.43 0.47
H 1.86 -4.15 -2.14
H -6.39 3.84 4.29
H -2.52 -3.82 6.03
C 0.18 0.75 0.63
H -4.29 -2.17 1.63
B -1.58 -0.18 4.13
H -1.76 1.37 1.45
H -2.86 0.45 6.54
F 2.94 3.96 7.02
H -7.13 2.21 4.07
H 2.44 1.34 6.48
C -3.36 0.91 5.70
H -1.55 2.63 3.93
C -4.60 1.59 5.89
C 1.47 2.92 5.40
O 2.35 0.73 -3.25
C 3.79 -2.40 0.09
C 2.15 -3.38 -1.42
F 2.06 5.25 5.48
C -0.87 1.97 -1.58
C 1.63 1.58 5.79
C -4.39 -3.75 3.14
O -1.60 -1.33 5.04
C 1.66 1.05 -2.38
C -2.44 -2.29 4.52
```

Computed properties:
spin multiplicity: 1
HOMO level: -6.879 eV
gap between HOMO and LUMO: 5.1 eV
ΔE to the lowest compared entry with this formula, charge and spin: 57.4 kcal per mole
electronic energy: -145838.29207 eV

Entry 3:
Density functional theory data (wB97M-V/def2-TZVPD) for 2 unconnected molecules or ions with the total composition C26H25Br2NO2 in a non-equilibrium geometry.

```
56
Properties=species:S:1:pos:R:3
O 4.81 1.98 2.31
H 3.17 3.59 -1.92
C -1.35 -0.15 3.21
H -1.64 -2.58 0.81
H 2.99 -2.13 2.55
H 4.58 2.06 -3.97
C 0.45 -1.42 2.03
C -0.92 -1.09 2.22
C -1.09 -1.02 -2.01
H 3.57 -0.02 -3.85
C 1.37 0.89 2.25
C -5.42 1.14 3.20
C 2.43 1.75 2.25
H -2.98 0.93 4.12
C -0.08 -0.01 -1.83
H 1.68 -1.21 -2.21
O -4.91 0.12 2.32
H -3.87 -3.74 -2.53
H 1.20 2.44 -1.61
C -2.68 0.21 3.35
H 0.93 2.42 -3.36
C 4.10 1.92 -3.00
N 2.06 0.78 -2.58
H 0.70 -2.45 1.76
H -0.61 0.25 3.91
H -0.42 0.99 -1.55
H -6.46 1.26 2.90
C -2.48 -0.69 -1.92
Br 5.71 -0.97 2.59
H 2.89 3.62 -3.66
C 1.24 -0.20 -2.20
H 3.91 -0.07 -2.11
C -1.75 -3.32 -2.53
H -5.37 0.82 4.25
C -0.76 -2.36 -2.35
C 3.83 1.24 2.35
C -3.10 -2.98 -2.41
C 1.67 2.18 -2.57
H 0.37 1.32 2.27
C -3.46 -1.65 -2.11
H 4.86 2.03 -2.22
H -2.74 0.36 -1.73
H -4.01 -1.80 0.91
C 2.87 -1.06 2.42
C 3.46 0.54 -2.90
C -1.93 -1.75 1.47
C 1.53 -0.54 2.25
C 3.97 -0.26 2.46
H -1.45 -4.35 -2.76
H -4.88 2.09 3.07
H -4.51 -1.38 -2.02
H 0.29 -2.62 -2.50
C -3.24 -1.36 1.55
C 2.97 2.96 -2.80
Br 2.18 3.61 1.97
C -3.63 -0.34 2.45
```

Computed properties:
spin multiplicity: 1
HOMO level: -6.863 eV
gap between HOMO and LUMO: 5.6 eV
ΔE to the lowest compared entry with this formula, charge and spin: 0.0 kcal per mole
SMILES: COc1ccc(C=C2C=C(Br)C(=O)C(Br)=C2)cc1.C(=C\N1CCCC1)/c1ccccc1
electronic energy: -173035.47409 eV

Entry 4:
Density functional theory data (wB97M-V/def2-TZVPD) for 19 unconnected molecules or ions with the total composition C28H8Cl72IN2OP in a non-equilibrium geometry.

```
113
Properties=species:S:1:pos:R:3
Cl -16.05 -6.74 -1.41
Cl -1.99 6.00 -4.54
C -2.39 -6.63 3.35
Cl -8.02 2.64 -6.50
Cl 0.04 -1.88 5.58
Cl -5.30 -3.66 3.41
Cl -3.11 -2.71 0.36
C 3.36 3.66 0.43
C -0.80 3.53 3.64
Cl 11.81 -2.16 2.49
Cl 12.77 1.49 10.08
H -0.37 -0.08 -2.44
Cl 8.10 -1.29 4.77
Cl 11.28 0.52 3.44
H 0.80 4.15 0.33
Cl 3.75 -4.72 6.72
Cl 1.12 8.75 -1.41
Cl 1.77 -3.80 -2.83
Cl -2.62 -5.06 2.56
Cl 5.86 -3.58 8.35
Cl 3.22 -3.79 -5.66
C 1.62 2.55 -1.07
Cl 6.49 -4.79 5.79
Cl 0.82 3.88 3.04
C -15.58 -6.82 0.30
Cl -0.90 1.82 4.12
C 4.79 1.33 -0.63
C 5.32 6.47 -6.55
H 4.95 5.37 -1.68
C 0.57 3.23 -0.26
H -1.60 3.28 0.37
Cl -7.83 2.41 -9.39
C -8.43 1.64 -7.91
C -11.37 -3.58 1.58
Cl 6.72 6.83 -5.51
Cl -10.64 -5.18 1.79
Cl -10.75 -2.84 0.09
Cl 6.26 -2.15 2.70
C -3.78 -1.79 -1.00
Cl -10.94 -2.55 2.97
Cl 1.31 -3.55 -7.83
C -3.07 5.19 -3.39
Cl -10.19 1.45 -8.01
I 6.13 2.47 -4.59
Cl 5.07 -2.28 5.89
Cl -2.11 4.19 -2.28
O 5.19 4.96 -2.54
Cl -4.22 -2.90 -2.31
Cl -3.95 -7.47 3.48
C 4.19 2.34 -1.66
Cl 4.80 7.96 -7.36
Cl -2.17 -3.70 6.05
Cl -1.15 4.56 5.04
Cl 1.34 -5.93 -6.17
C 2.85 -2.49 -2.31
C -6.36 -4.51 2.26
C 5.29 -3.84 6.69
N 5.33 0.56 0.03
Cl -5.36 -5.39 1.07
Cl -7.51 3.20 -3.62
C 2.04 7.52 -2.28
Cl -1.27 -7.61 2.39
C -1.71 -2.10 5.43
Cl 13.91 -0.64 3.77
Cl -6.62 0.48 -4.08
Cl 1.65 7.59 -4.01
C 12.17 -0.98 3.76
Cl -16.40 -5.53 1.20
Cl 3.78 7.80 -2.06
C 12.48 0.44 8.68
C 2.34 -4.68 -6.92
Cl -2.54 -0.84 6.36
C -0.81 2.75 -0.23
Cl -2.01 3.84 2.36
C -6.99 1.69 -2.84
Cl -7.38 -3.34 1.42
Cl -16.05 -8.40 0.97
Cl -13.82 -6.62 0.45
Cl -5.53 2.00 -1.88
Cl 13.16 1.20 7.22
Cl 4.13 -2.22 -3.53
Cl -2.56 -0.64 -1.58
Cl 8.64 -0.66 2.00
Cl -2.18 -1.96 3.72
Cl 6.47 0.66 3.38
Cl -13.13 -3.73 1.47
Cl 3.50 -5.44 -8.04
Cl -7.37 -5.67 3.14
C 3.04 3.22 -1.04
Cl 1.62 5.91 -1.65
Cl 4.00 5.84 -5.56
Cl 11.69 -1.63 5.33
Cl -1.71 -6.38 4.97
Cl 5.78 5.27 -7.77
Cl -8.28 1.09 -1.79
Cl 1.90 -0.99 -2.13
H 2.04 0.83 -2.49
Cl -3.97 6.41 -2.47
Cl 13.25 -1.13 8.94
C 7.37 -0.86 3.21
H -2.24 1.16 -1.04
H 3.81 1.70 -2.51
Cl 10.73 0.22 8.47
N 3.69 4.19 1.39
H 2.96 4.15 -1.69
P 5.68 3.37 -2.32
Cl -7.68 0.04 -7.73
C -1.15 1.55 -1.04
Cl -5.23 -0.91 -0.46
C 1.26 1.37 -1.84
C -0.13 0.83 -1.84
Cl 3.59 -2.91 -0.76
Cl -4.21 4.17 -4.28
```

Computed properties:
spin multiplicity: 1
HOMO level: -9.150 eV
gap between HOMO and LUMO: 8.6 eV
electronic energy: -953187.04829 eV

Entry 5:
Density functional theory data (wB97M-V/def2-TZVPD) for a molecular structure, C16H18ClMgN in a non-equilibrium geometry.

```
37
Properties=species:S:1:pos:R:3
C -1.40 2.54 -2.30
C 1.03 -3.59 1.39
Mg -0.73 0.04 0.84
C 0.58 1.36 2.05
H 0.31 -1.66 3.52
H 0.80 -1.73 -2.50
H 2.30 -1.08 -1.82
C 0.31 -2.37 1.51
H -2.15 3.26 1.41
H 2.09 2.41 0.75
H -1.44 1.26 3.09
C -0.02 2.38 -2.59
Cl -2.87 -0.41 0.47
C 1.21 -2.36 -0.51
H 2.23 -4.33 -0.37
C -0.43 -1.95 2.73
C -0.80 1.70 2.31
H -1.17 -1.12 2.63
C -0.99 0.29 -2.61
C 1.06 2.29 1.07
C 1.64 -1.95 -1.85
H 0.05 3.98 0.02
H 1.20 0.55 -3.00
H 1.20 0.67 2.63
N 0.45 -1.62 0.37
H -3.05 1.02 -2.07
C -1.18 2.75 1.44
H 1.11 -4.34 2.19
H -1.03 -2.81 3.08
C 1.60 -3.58 0.12
H -1.14 -0.79 -2.64
H 2.20 -2.78 -2.29
C -2.01 1.25 -2.31
H 0.75 3.17 -2.58
C -0.03 3.11 0.68
H -1.91 3.47 -2.05
C 0.23 1.00 -2.78
```

Computed properties:
spin multiplicity: 1
HOMO level: 0.054 eV
gap between HOMO and LUMO: 5.0 eV
charge: -2
electronic energy: -36342.51160 eV

Entry 6:
Density functional theory data (wB97M-V/def2-TZVPD) for 7 unconnected molecules or ions with the total composition C24H52O7 in a non-equilibrium geometry.

```
83
Properties=species:S:1:pos:R:3
C -0.27 -0.09 1.25
H -4.93 0.86 -1.75
H 0.01 -0.10 -0.90
H -3.46 -5.83 0.06
H 1.47 -0.53 0.01
O 0.56 -0.05 2.41
C 0.57 2.19 -4.67
C -1.41 1.01 -4.82
H -4.94 -0.45 0.12
H -0.61 1.23 6.18
H 3.07 5.24 1.62
C -2.02 0.98 4.64
H 4.73 3.29 2.96
H -3.26 1.34 -1.53
H 0.63 2.97 -3.90
C -1.73 -5.29 -1.13
H 6.13 -2.99 0.44
C -4.22 1.26 -1.02
O 4.54 -1.79 -0.04
H -1.96 1.11 -3.88
H 3.37 2.14 0.44
C 4.35 -2.42 -2.29
H -0.66 -0.93 -4.21
H -0.97 0.74 1.39
H -6.47 2.00 0.10
H 6.51 -1.69 -0.72
C -4.25 0.38 0.26
C -2.58 -5.20 0.14
H -3.28 -0.02 0.56
O 2.20 2.19 2.17
H 0.73 0.95 -2.94
C 0.80 0.82 -4.01
H -1.51 0.17 4.12
H -1.09 -6.17 -1.07
H 1.11 3.77 1.39
H 6.18 -3.56 -2.34
H 0.06 -0.26 -5.69
C 0.60 0.13 0.00
C -2.96 -3.70 0.12
C -1.11 1.87 5.44
O -2.00 -3.01 -0.68
C 4.15 3.45 2.05
H 3.99 1.33 1.92
H -0.47 -3.64 -2.00
H -3.85 1.82 1.72
H 1.74 0.38 -4.33
H -5.77 3.30 1.06
H -2.47 1.53 3.80
H -2.19 3.44 5.36
H -5.38 0.89 2.08
H -2.21 0.76 -5.52
H 4.84 3.82 1.30
C 3.56 -1.99 -1.03
C 5.39 -3.31 -1.62
H 3.06 4.88 3.31
C -4.75 1.36 1.32
O -4.71 2.55 -0.65
H 2.87 -2.80 -0.81
C 3.46 2.19 1.53
C 3.00 4.41 2.33
H -0.25 2.27 4.89
H -0.30 -3.94 -0.25
O -0.76 2.23 -5.18
O -1.83 2.92 6.09
H 3.06 -1.06 -1.31
C -0.30 -0.02 -4.69
H -2.99 -3.25 1.11
C 5.77 -2.44 -0.43
H -2.38 -5.27 -2.00
H 1.10 3.67 3.14
C -0.99 -3.97 -1.10
H 1.17 0.72 2.37
C -5.53 2.38 0.53
H -0.73 -1.07 1.16
H 5.04 -4.28 -1.25
H -2.05 -5.41 1.07
H 4.86 -1.59 -2.79
H 1.29 2.44 -5.45
H -2.77 0.50 5.26
H -3.93 -3.56 -0.37
C 1.72 3.53 2.26
H 3.73 -2.92 -3.03
H 0.83 1.19 -0.08
```

Computed properties:
spin multiplicity: 1
HOMO level: -9.411 eV
gap between HOMO and LUMO: 10.0 eV
ΔE to the lowest compared entry with this formula, charge and spin: 0.0 kcal per mole
SMILES: C1CCOC1.C1CCOC1.C1CCOC1.C1CCOC1.C1CCOC1.CCO.CCO
electronic energy: -40060.09642 eV

Entry 7:
Density functional theory data (wB97M-V/def2-TZVPD) for C4H6N2 in the gas phase in a non-equilibrium geometry.

```
12
Properties=species:S:1:pos:R:3
C -1.80 -0.31 0.05
N 1.67 1.17 0.16
H -2.20 -0.29 1.07
H -2.24 0.55 -0.47
C 0.37 1.22 0.24
H 0.02 2.24 0.48
C 0.84 -0.93 -0.16
H -2.27 -1.19 -0.43
N 1.99 -0.12 -0.03
H 2.83 -0.18 -0.59
H 1.03 -2.00 -0.31
C -0.27 -0.12 0.03
```

Computed properties:
spin multiplicity: 1
HOMO level: -9.199 eV
gap between HOMO and LUMO: 10.3 eV
ΔE to the lowest compared entry with this formula, charge and spin: 27.0 kcal per mole
SMILES: Cc1cn[nH]c1
electronic energy: -7224.42092 eV